# 1
The following is a DFT calculation (the ωB97M-V functional and the def2-TZVPD basis) of C22H61IO10S7Si2 as an isolated structure.

Net charge   0
Gap between HOMO and LUMO   8.317 eV
HOMO energy   -0.299 hartree
Total energy   -143977.9769 eV
LUMO level   0.17 eV
F_max   1.6 eV/A

Each line ends with the Mulliken charge.
Geometry (Å):
H 6.773 0.717 -1.783  0.39
C 1.830 -1.509 1.278  -0.14
H -2.531 6.090 -2.023  0.31
C -1.842 -2.572 6.008  -1.02
C -3.560 2.994 4.449  -0.83
H 3.447 1.188 -2.972  0.15
H -0.668 -6.369 -5.448  0.35
H -3.314 -0.377 -4.886  0.41
C 3.869 -1.388 -2.504  -0.16
H 2.054 -5.877 2.228  0.34
H 1.486 -4.814 3.540  0.21
C 6.933 4.066 2.607  -0.92
H -5.726 4.470 0.766  0.32
O -1.416 -0.632 3.828  0.06
C 1.753 -3.846 1.685  0.82
H -5.815 6.021 -0.112  0.33
C -3.065 -0.759 -3.897  -0.54
C 5.154 2.728 1.110  -0.45
Si -0.759 -1.540 2.610  -0.14
H 3.244 -0.458 -6.473  0.33
O 0.961 -4.005 0.783  -0.56
O -3.020 -3.732 -5.056  -0.58
S 4.834 -0.515 -1.272  0.58
H -1.270 -4.508 -3.022  0.06
H 2.395 2.272 -3.950  0.49
H -2.627 -1.749 -3.996  -0.25
H -3.681 1.552 -2.362  0.34
H -2.197 5.390 5.181  0.34
H 2.669 -0.863 1.005  0.08
H -3.775 -1.432 4.460  -0.17
C -2.665 4.933 6.053  -0.96
C -2.798 1.755 -2.966  -1.20
S 2.054 -0.028 -4.478  0.68
H -3.068 3.503 3.620  0.29
H 5.737 3.095 0.264  0.28
C 2.452 1.339 -3.389  -0.72
O 2.384 -2.676 1.907  -0.37
H 3.001 -1.803 -1.996  0.11
C -2.712 -3.054 1.226  -0.83
H 6.643 -0.733 -2.810  0.40
H -2.131 5.227 6.955  0.32
H -1.376 -1.612 0.257  -0.20
H -2.270 -6.284 -6.224  0.35
C -1.682 -5.978 -5.361  -0.95
S -1.638 -4.182 -5.357  0.51
H -2.590 0.040 5.930  -0.23
H -2.159 -6.322 -4.444  0.28
O 4.022 0.667 -0.855  -0.59
H 6.137 4.757 2.886  0.33
H -4.629 5.799 1.220  0.36
H -3.088 2.116 -3.952  0.43
H 4.400 3.459 1.407  0.44
I -4.119 -3.669 -1.406  -0.04
H 4.332 0.153 -5.196  0.29
H 7.378 4.347 1.653  0.29
H -4.543 3.421 4.647  0.35
O -4.735 4.193 -1.954  -0.62
H 0.274 -4.456 -3.944  0.49
H 3.554 -0.688 -3.275  -0.66
S 6.262 2.405 2.474  0.50
C 0.887 -0.743 2.206  -0.67
H 3.192 -4.734 3.012  0.33
H -0.510 -2.916 3.120  -0.29
H -2.649 -5.037 0.318  0.59
C -5.155 5.318 0.395  -1.00
H -1.614 -3.854 -0.512  0.16
H -2.423 -3.637 2.116  0.23
H 1.411 -0.455 3.127  0.43
H -2.581 -2.744 6.804  0.35
H -3.648 1.933 4.226  0.22
S -1.815 0.265 -3.142  0.66
H -4.070 6.906 -1.636  0.31
H 5.627 0.708 -3.160  0.20
H 1.711 1.330 -2.591  0.22
C -1.955 -1.702 1.187  0.44
C -3.273 6.272 -1.248  -0.95
H -3.713 5.218 6.131  0.29
C 6.097 0.107 -2.381  -0.96
H 1.318 -1.790 0.351  0.26
H -2.665 -0.869 1.194  0.59
C -0.716 -4.016 -3.821  -0.61
C -2.559 -3.991 0.021  -0.95
O -3.348 2.593 7.051  -0.62
O -1.605 -0.265 -1.756  -0.52
H -2.797 6.729 -0.381  0.35
H -0.626 -2.951 -3.609  0.11
H 4.472 -2.193 -2.925  0.51
H -0.872 -2.377 6.478  0.29
H -3.781 -2.832 1.334  0.48
H 0.672 0.194 1.665  0.42
S -3.961 4.678 -0.784  0.61
H -1.772 -3.495 5.420  0.30
O 7.353 1.556 1.922  -0.63
O 0.777 0.309 -5.157  -0.66
Si -2.437 -1.117 5.026  0.43
C 3.362 0.277 -5.677  -0.90
H -2.179 2.503 -2.473  0.30
H -3.953 -0.825 -3.268  0.28
H 7.695 4.050 3.383  0.33
H 3.252 1.283 -6.083  0.32
S -2.549 3.142 5.928  0.55
H 4.676 1.789 0.839  -0.17
C 2.162 -4.886 2.680  -1.13

Atoms 1-3, force components in eV/Å:
0.0 0.0 0.0
-0.1 0.5 -0.4
0.0 0.0 0.0

=====

# 2
The following is a DFT calculation (the ωB97M-V functional and the def2-TZVPD basis) of a 9-piece molecular cluster, C29H63N9O7 overall.

Net charge   0
Gap between HOMO and LUMO   8.838 eV
HOMO energy   -0.313 hartree
SMILES string   CN(C)C=O.CN(C)C=O.CN(C)C=O.CN(C)C=O.CN(C)C=O.CN(C)C=O.CN(C)C=O.CCCC#N.CCCC#N
Total energy   -58837.7309 eV
LUMO level   0.32 eV
F_max   5.1 eV/A

Each line ends with the Mulliken charge.
Geometry (Å):
C -2.061 -2.411 -3.828  -0.46
H -0.058 5.219 4.146  0.41
C -1.246 2.429 2.441  0.07
H -0.088 1.144 -1.282  -0.36
H -1.558 -1.216 8.211  0.33
H 0.617 -0.688 -3.458  -0.43
O 2.438 4.515 -1.347  -0.60
N -2.549 -3.728 -3.420  0.17
C 0.713 1.414 -0.596  -0.01
H 1.478 1.088 -6.514  0.28
O 2.085 -1.038 6.419  -0.55
H -1.432 6.406 -1.463  0.32
N 0.250 5.124 -1.567  0.14
C -0.917 5.614 -0.891  -0.79
H 2.207 0.436 0.599  0.14
H 3.124 -6.803 -0.693  0.34
C 2.834 -1.688 3.805  -0.55
C 2.419 -6.459 -1.442  -0.92
H 0.918 5.731 2.848  0.42
C -3.963 3.578 -2.455  0.12
H -2.506 2.706 -4.389  0.32
H 1.949 -2.086 4.275  0.11
H -0.088 -6.274 -0.697  0.38
H 1.429 5.373 0.152  0.30
O -3.837 4.446 -3.282  -0.58
C 0.375 -0.687 0.839  0.87
H 3.614 0.795 2.882  0.16
H -4.105 -3.884 -4.794  0.35
C 0.474 -5.488 -0.213  -0.79
C -0.898 -1.081 5.052  0.30
C -2.111 -4.309 -2.258  0.57
H -0.529 2.654 4.403  0.52
H 2.333 -0.557 -2.970  0.37
N 3.233 -0.436 4.525  0.19
H -3.222 0.094 5.158  0.28
H -0.653 6.137 0.020  0.34
O -1.081 -0.472 4.006  -0.61
C -3.527 1.389 -1.415  -0.55
C 3.328 -0.319 -5.433  -0.90
H 3.493 -1.338 -5.842  0.29
H -2.844 -1.656 -3.755  0.37
C 0.874 3.580 3.033  0.11
N -1.721 -1.079 6.104  0.16
H 3.134 -6.292 -2.238  0.31
C 1.446 5.008 -0.885  0.13
H 1.083 4.324 -3.343  0.36
C -0.835 -1.070 0.120  -0.20
H 3.623 0.413 -6.200  0.32
C 0.238 4.936 3.134  -1.51
H 1.248 3.438 2.016  0.02
C 2.800 -0.302 5.794  0.10
H -0.327 5.222 -3.644  0.39
H 1.721 -1.927 -3.985  0.30
N -1.775 -1.326 -0.472  -0.60
H -0.334 -2.023 7.363  0.30
C -0.108 2.454 3.415  0.22
H 2.801 -4.110 -2.164  0.30
H -1.662 -2.390 -4.840  0.34
H 1.754 -7.263 -1.724  0.32
H -4.085 0.471 -1.639  0.25
H -1.570 -3.617 -1.616  -0.04
O -0.102 0.829 -5.272  -0.46
H -0.709 5.015 2.602  0.30
H -4.568 3.605 -1.527  0.34
H 1.423 2.071 -1.120  0.47
C -2.610 1.904 -3.643  -1.03
H 3.588 -2.487 3.879  0.33
C -1.401 -1.827 7.321  -0.96
H 1.717 3.505 3.739  0.33
H -2.001 -2.733 7.340  0.31
H 0.697 -5.701 0.844  0.26
H -1.619 4.806 -0.679  0.15
N -2.016 2.525 1.636  -0.43
O 1.209 -3.007 -1.409  -0.47
H 0.068 -0.091 1.688  -0.45
H 4.287 1.380 4.303  0.33
H -3.607 -5.442 -4.169  0.33
H 1.766 -0.429 -0.879  -0.45
N 1.670 -5.268 -1.052  0.22
C 1.359 0.140 -0.034  0.25
H 4.025 -0.205 -4.607  0.30
H -2.560 1.021 -1.061  -0.07
H -3.013 0.459 6.849  0.34
C 1.647 -0.855 -3.763  -0.37
H 5.065 -0.045 3.535  0.31
C -2.979 -0.330 6.122  -1.03
H -0.093 -4.560 -0.103  0.08
H -0.490 3.700 -2.898  0.20
H -4.038 1.868 -0.583  0.38
H -1.243 -2.100 -3.189  -0.36
H 0.011 -1.684 5.219  0.13
H 0.852 -1.624 1.095  0.45
C -3.249 -4.478 -4.477  -1.03
O -2.288 -5.470 -1.998  -0.64
C 0.142 4.581 -2.899  -0.93
N -3.451 2.299 -2.525  0.18
H -3.848 -0.971 6.312  0.35
H 2.621 -1.425 2.778  0.09
N 1.986 -0.107 -4.949  0.34
C 4.120 0.445 3.777  -0.72
H 3.246 0.603 6.276  0.31
C 1.049 0.633 -5.603  -0.04
H 0.389 1.497 3.392  -0.34
H -3.080 1.074 -4.175  0.47
C 1.874 -4.021 -1.590  0.01
H 0.119 1.898 0.180  -0.18
H -2.673 -4.716 -5.388  0.32
H -1.631 1.602 -3.301  0.09

Atoms 1-3, force components in eV/Å:
-0.1 0.1 0.5
0.2 -0.4 0.3
3.8 -0.2 3.5

=====

# 3
The following is a DFT calculation (the ωB97M-V functional and the def2-TZVPD basis) of C6H14N2O as an isolated structure.

Net charge   0
Gap between HOMO and LUMO   8.818 eV
HOMO energy   -0.340 hartree
Total energy   -11465.7634 eV
LUMO level   -0.44 eV
F_max   10.0 eV/A

Each line ends with the Mulliken charge.
Geometry (Å):
H 2.762 0.523 1.303  0.57
O -2.055 -1.502 -0.136  -0.47
C 1.856 0.210 1.392  -1.72
C -2.102 1.412 -0.375  -1.16
C 1.223 1.402 -0.763  -0.78
H 1.475 2.464 0.124  0.22
H 1.611 -2.132 -0.771  0.41
C 1.354 -0.038 0.053  1.16
N -0.664 -1.600 0.288  -0.34
C 1.842 -0.975 -0.966  -1.82
H 2.829 -0.945 -0.998  0.65
C -1.176 0.709 0.587  -0.27
H -0.443 1.482 0.761  0.17
H -1.763 0.423 1.515  0.45
H 2.310 1.145 -1.439  0.31
H 1.570 -0.736 1.684  0.46
H -1.714 2.749 -0.716  0.27
H -3.083 1.625 0.213  0.35
H -2.478 0.535 -1.161  0.26
N -0.348 -0.262 0.082  0.47
H 0.229 1.532 -1.426  0.17
H 1.094 -0.902 -1.913  0.31
H 1.143 0.967 1.756  0.33

Atoms 1-3, force components in eV/Å:
5.9 1.6 0.4
5.6 -2.5 2.9
-6.3 -0.7 -0.5